Entry 1:
The following is a DFT calculation (ωB97M-V/def2-TZVPD) of a 2-piece molecular cluster, C26H21N2O overall.

The geometry in XYZ format:
```
50
Properties=species:S:1:pos:R:3:forces:R:3
C -3.418109 4.931345 -0.253066 0.1 -0.1 0.0
C -2.053299 5.219877 -0.359940 0.0 0.0 -0.2
C -1.287109 4.640503 -1.374497 -0.3 -0.4 -0.1
C -1.914717 3.743354 -2.243766 -0.2 -0.2 0.6
O -1.145850 2.996207 -3.151902 0.9 -0.7 -0.2
C -0.378926 1.979109 -2.582341 -0.9 0.9 0.1
C -0.975790 0.730316 -2.349797 0.1 0.2 0.2
C -0.279157 -0.203289 -1.613564 0.3 -0.4 -0.4
C 1.054859 0.031479 -1.163128 -0.4 0.5 -0.1
C 1.735623 -1.032254 -0.514860 0.7 0.5 -0.7
C 2.985888 -0.976771 0.156435 0.7 0.1 1.0
C 3.703614 -2.199635 0.338802 -0.2 0.3 -0.4
C 5.035669 -2.199234 0.726960 0.1 0.1 0.1
C 5.672591 -0.987393 1.049506 -0.5 -0.2 -0.4
C 4.950889 0.216712 1.010043 -0.3 0.0 0.1
C 3.607067 0.222183 0.639308 0.2 -0.4 -0.4
C 1.643744 1.290460 -1.495775 0.0 0.0 0.0
C 0.941438 2.250677 -2.203126 0.0 -0.2 0.1
C -3.284699 3.479245 -2.183319 0.5 0.0 0.2
C -4.031906 4.065745 -1.163053 0.1 0.2 -0.1
H -4.008407 5.383411 0.545702 0.2 -0.1 -0.2
H -1.571621 5.898104 0.346874 -0.2 -0.2 -0.2
H -0.219272 4.839652 -1.487893 -0.4 0.0 0.1
H -1.981010 0.530407 -2.725333 0.3 0.1 0.2
H -0.734358 -1.164906 -1.381771 0.1 0.2 0.0
H 1.316194 -2.022177 -0.671000 0.0 0.3 0.2
H 3.183362 -3.134134 0.121330 0.2 0.2 -0.1
H 5.594029 -3.138514 0.766169 -0.3 0.4 0.1
H 6.727876 -0.985690 1.325035 -0.3 0.0 -0.1
H 5.454284 1.156605 1.255980 -0.3 -0.4 0.1
H 3.020471 1.139605 0.705832 0.3 -0.3 0.0
H 2.676478 1.487780 -1.220773 -0.3 0.0 -0.2
H 1.381644 3.216835 -2.462389 -0.1 -0.4 0.1
H -3.715751 2.781448 -2.901099 0.0 0.2 0.2
H -5.096259 3.836900 -1.090045 0.3 0.1 0.0
C -2.686859 -1.511414 2.593830 0.5 0.0 -0.4
C -1.592304 -1.473337 1.716806 -0.1 0.1 0.1
C -1.003617 -2.680077 1.326462 -0.4 -1.0 0.2
C -1.542780 -3.887395 1.811058 0.4 0.0 -0.3
C -2.625975 -3.951733 2.667598 -0.5 0.4 0.4
C -3.202841 -2.731202 3.066023 0.4 -0.8 -0.3
N -0.771622 -4.893763 1.234705 -0.2 -0.3 0.2
C 0.173809 -4.311188 0.447211 -1.2 1.3 0.9
N 0.054218 -2.983226 0.481293 0.5 -1.1 -0.4
H -3.155776 -0.581988 2.921401 0.2 -0.3 -0.2
H -1.181536 -0.546239 1.321039 -0.2 0.0 0.2
H -2.976540 -4.931729 2.993690 -0.2 0.4 0.1
H -4.055589 -2.730775 3.746751 0.3 0.0 -0.2
H -0.912454 -5.888856 1.373116 0.1 0.4 -0.1
H 0.890385 -4.921038 -0.096521 -0.1 0.4 0.0
```
Positions in Å, forces in eV/Å.

Computed properties:
- HOMO-LUMO gap (eV) = 6.0
- HOMO (eV) = -11.22
- energy above the lowest of the compared OMol25 structures with the same formula, charge and spin (eV) = 1.366
- charge = +1
- maximum force (eV Å⁻¹) = 2.002
- LUMO energy (eV) = -5.202

Entry 2:
The following is a DFT calculation (ωB97M-V/def2-TZVPD) of a 2-piece molecular cluster, CH3N2O2 overall.

The geometry in XYZ format:
```
8
Properties=species:S:1:pos:R:3:forces:R:3
C 1.017555 -0.029898 1.109060 0.8 -2.0 -2.8
N 0.174987 0.275169 -0.970685 2.9 0.3 1.4
N -1.043084 0.041019 -1.093193 0.6 0.6 -0.4
O -1.758085 -0.456805 -0.231133 -1.4 -0.9 1.4
O -1.470837 0.396882 -2.215491 -1.3 0.0 -1.2
H 0.219020 0.487904 1.502326 -1.3 1.2 1.0
H 0.834712 -1.115659 0.937581 0.5 1.0 0.5
H 2.025733 0.401388 0.961535 -0.9 -0.3 0.2
```
Positions in Å, forces in eV/Å.

Computed properties:
- HOMO-LUMO gap (spin up / spin down) (eV) = 7.9 / 8.1
- HOMO (spin up / spin down) (eV) = -3.60 / -3.39
- energy above the lowest of the compared OMol25 structures with the same formula, charge and spin (eV) = 6.003
- charge = -1
- maximum force (eV Å⁻¹) = 3.552
- LUMO energy (spin up / spin down) (eV) = 4.302 / 4.675

Entry 3:
The following is a DFT calculation (ωB97M-V/def2-TZVPD) of the molecule C7H8BrPS.

The geometry in XYZ format:
```
18
Properties=species:S:1:pos:R:3:forces:R:3
C 1.650267 -2.297048 -0.286441 0.0 2.0 -2.3
C 0.563149 -2.077141 0.462215 -1.8 -1.3 3.5
C 1.880598 -1.266452 -1.219913 1.3 -0.1 1.0
C -0.244637 -0.913997 0.503626 0.6 -1.6 0.2
C 1.115581 -0.127512 -1.226099 -1.5 -0.5 0.4
C -0.049525 0.076061 -0.429957 0.4 -0.5 -1.1
C -0.667427 2.344267 0.812762 0.8 0.2 -0.6
P -1.253984 1.472141 -0.835544 2.2 0.2 2.7
S -4.310212 2.204554 0.200345 -0.6 0.8 0.1
Br -3.086700 0.474489 -0.021707 -0.1 -1.1 0.1
H 2.304754 -3.120769 -0.251188 0.3 -1.0 0.2
H 0.290414 -2.854161 1.239229 0.3 0.9 -0.9
H 2.813030 -1.300721 -1.773583 -0.2 0.1 -0.4
H -0.906608 -0.980484 1.356303 -0.7 0.7 -0.4
H 1.377389 0.634989 -1.875890 0.5 1.3 -1.4
H 0.072979 3.074310 0.394189 -0.3 -0.6 0.5
H -1.383349 2.942887 1.346872 -0.8 0.3 -0.2
H -0.165727 1.714594 1.604780 -0.5 0.2 -1.3
```
Positions in Å, forces in eV/Å.

Computed properties:
- HOMO-LUMO gap (eV) = 7.9
- HOMO (eV) = -8.04
- energy above the lowest of the compared OMol25 structures with the same formula, charge and spin (eV) = 3.338
- charge = 0
- maximum force (eV Å⁻¹) = 4.155
- LUMO energy (eV) = -0.129

Entry 4:
The following is a DFT calculation (ωB97M-V/def2-TZVPD) of C4H5O3Rh as an isolated structure.

The geometry in XYZ format:
```
13
Properties=species:S:1:pos:R:3:forces:R:3
O 0.231686 1.557265 -0.912713 -5.0 -1.6 -5.2
C -0.755199 1.232825 -1.539918 6.3 3.4 6.4
C -2.052408 0.856699 -1.503141 -0.6 -1.8 -1.7
H -2.460050 0.587017 -2.484991 -0.5 0.2 0.4
H -2.644991 1.321318 -0.704386 0.1 0.1 -0.3
C 0.477364 -0.651242 0.366728 4.3 -1.4 3.9
O 0.554382 -1.684015 -0.350332 1.4 -0.1 -0.7
Rh -1.309844 -1.231240 -0.665318 -3.6 0.4 -0.8
O 1.347478 -0.477967 1.331952 -3.3 1.6 -2.1
C 2.509142 -1.321119 1.384042 1.5 -1.2 0.1
H 2.210499 -2.357857 1.576412 -0.1 0.3 0.0
H 3.064919 -1.270798 0.440572 -0.2 0.1 0.2
H 3.117321 -0.933532 2.205487 -0.3 0.0 -0.2
```
Positions in Å, forces in eV/Å.

Computed properties:
- <S²> = 6.0115
- 2S+1 = 5
- HOMO-LUMO gap (spin up / spin down) (eV) = 9.1 / 7.2
- HOMO (spin up / spin down) (eV) = -19.74 / -20.60
- charge = +2
- maximum force (eV Å⁻¹) = 9.577
- LUMO energy (spin up / spin down) (eV) = -10.692 / -13.418

Entry 5:
The following is a DFT calculation (ωB97M-V/def2-TZVPD) of a 3-piece molecular cluster, CH4N3O2 overall.

The geometry in XYZ format:
```
10
Properties=species:S:1:pos:R:3:forces:R:3
C 1.704865 0.591288 -0.257137 1.2 1.7 0.3
N -1.533424 1.383704 0.467451 -0.1 -1.0 0.0
N 2.167205 -0.522997 -0.549973 1.2 -1.1 0.2
N -1.840313 0.414364 -0.067952 1.5 3.2 2.2
O -1.057514 -1.139187 0.794718 1.2 0.3 0.3
O -2.381525 -0.090524 -0.975469 -1.8 -1.9 -2.6
H 2.390524 1.432869 -0.272621 0.3 0.4 -0.8
H 0.778855 0.895785 0.131309 -1.7 -0.5 0.7
H 1.558527 -1.241675 -0.208943 -1.1 -0.7 -0.4
H -1.787203 -1.723625 0.938615 -0.7 -0.6 0.0
```
Positions in Å, forces in eV/Å.

Computed properties:
- HOMO-LUMO gap (eV) = 8.3
- HOMO (eV) = -3.82
- energy above the lowest of the compared OMol25 structures with the same formula, charge and spin (eV) = 3.174
- charge = -1
- maximum force (eV Å⁻¹) = 4.214
- LUMO energy (eV) = 4.473

Entry 6:
The following is a DFT calculation (ωB97M-V/def2-TZVPD) of C34H52CoF5N3O3Te as an isolated structure.

The geometry in XYZ format:
```
99
Properties=species:S:1:pos:R:3:forces:R:3
Co 0.845485 -0.821779 -1.392518 -0.4 0.1 -0.5
C -3.879444 0.266103 3.501592 0.0 0.0 0.0
C -3.458819 -1.208844 3.457162 0.0 0.0 0.0
C -2.602793 -1.526428 4.699301 0.0 0.0 0.0
C -4.724739 -2.073411 3.487408 0.0 0.0 0.0
C -2.593688 -1.508092 2.244301 0.0 0.0 0.0
C -1.719486 -0.528626 1.746637 0.0 0.0 0.0
C -0.886310 -0.835610 0.700193 0.0 0.1 0.0
N 0.047986 -0.030719 0.075554 0.2 -0.3 0.0
C 0.727857 1.061247 0.557395 0.0 0.1 0.1
C 0.614446 1.691414 1.776437 0.0 -0.1 0.0
C 1.399839 2.814186 2.041574 0.1 0.0 0.0
C 2.279611 3.307239 1.043935 -0.1 0.0 0.0
C 2.460102 2.717589 -0.179991 0.0 0.0 0.0
C 1.710724 1.513904 -0.408094 0.0 0.0 -0.1
O 1.851179 0.775587 -1.454557 0.1 0.1 0.1
C 3.377338 3.304683 -1.245749 0.0 0.0 0.0
C 2.545244 3.657124 -2.491373 0.0 0.0 0.1
C 4.486308 2.307957 -1.614248 0.0 0.0 0.0
C 4.037013 4.591806 -0.749655 0.0 0.0 0.0
C 1.324684 3.464281 3.415356 0.0 0.0 0.0
C -0.137147 3.610823 3.864392 0.0 0.0 0.0
C 1.976448 4.848751 3.448968 0.0 0.0 0.0
C 2.068701 2.539814 4.397030 0.0 0.0 0.0
C -0.986003 -2.125725 0.045686 0.0 0.0 0.0
O -0.292890 -2.285719 -1.022247 0.1 0.0 0.0
C -1.846043 -3.150232 0.573915 0.0 0.0 0.0
C -2.605068 -2.797070 1.658833 0.0 0.0 0.0
C -1.880623 -4.536516 -0.051029 0.0 0.0 0.0
C -2.828089 -5.461502 0.713665 0.0 0.0 0.0
C -2.374523 -4.447998 -1.506718 0.0 0.0 0.0
C -0.469517 -5.145768 -0.007353 0.0 0.0 0.0
H -4.575058 0.414257 4.327309 0.0 0.0 0.0
H -4.381761 0.569338 2.581233 0.0 0.0 0.0
H -3.037177 0.936637 3.675948 0.0 0.0 0.0
H -3.188678 -1.337821 5.600372 0.0 0.0 0.0
H -1.709443 -0.900361 4.734370 0.0 0.0 0.0
H -2.290512 -2.571639 4.707903 0.0 0.0 0.0
H -5.360709 -1.743367 4.308564 0.0 0.0 0.0
H -4.505436 -3.126861 3.659838 0.0 0.0 0.0
H -5.297157 -1.983305 2.562523 0.0 0.0 0.0
H -1.728235 0.460505 2.169721 0.0 0.0 0.0
H -0.049411 1.314347 2.534367 0.0 0.0 0.0
H 2.832446 4.204951 1.265346 0.0 0.0 0.0
H 2.105960 2.772521 -2.945592 0.0 -0.1 0.0
H 3.188201 4.131670 -3.233913 0.0 0.0 0.0
H 1.745554 4.358526 -2.241716 0.0 0.0 0.0
H 4.088975 1.367845 -1.983872 0.0 0.0 0.0
H 5.119659 2.096051 -0.751038 0.0 0.0 0.0
H 5.112986 2.747192 -2.392102 0.0 0.0 0.0
H 3.302769 5.360940 -0.500553 0.0 0.0 0.0
H 4.673167 4.987585 -1.541229 0.0 0.0 0.0
H 4.671788 4.415288 0.120490 0.0 0.0 0.0
H -0.718359 4.189320 3.144344 0.0 0.0 0.0
H -0.168758 4.132962 4.820946 0.0 0.0 0.0
H -0.627076 2.647591 4.011145 0.0 0.0 0.0
H 1.537700 5.523018 2.711012 0.0 0.0 0.0
H 3.053320 4.801102 3.283320 0.0 0.0 0.0
H 1.822782 5.289500 4.433794 0.0 0.0 0.0
H 1.599355 1.556338 4.451700 0.0 0.0 0.0
H 2.053750 2.981033 5.394820 0.0 0.0 0.0
H 3.109623 2.405455 4.099210 0.0 0.0 0.0
H -3.266050 -3.533674 2.085391 0.0 0.0 0.0
H -3.859949 -5.104546 0.689977 0.0 0.0 0.0
H -2.523082 -5.590429 1.753864 0.0 0.0 0.0
H -2.810328 -6.445064 0.244802 0.0 0.0 0.0
H -3.356631 -3.972194 -1.558391 0.0 0.0 0.0
H -2.470613 -5.456208 -1.911999 0.0 0.0 0.0
H -1.679423 -3.898123 -2.136247 0.0 0.0 0.0
H -0.117591 -5.235803 1.022232 0.0 0.0 0.0
H 0.251442 -4.557874 -0.570593 0.0 0.0 0.0
H -0.499748 -6.146871 -0.439338 0.0 0.0 0.0
C 0.876687 0.046855 -4.249725 0.0 0.0 0.0
C 0.144073 0.643049 -5.475490 0.0 0.0 0.0
N -1.300624 0.478214 -5.334963 0.0 0.0 0.0
C -1.590546 -0.924926 -5.055571 0.0 0.0 0.0
C -1.007069 -1.336496 -3.679409 0.0 0.0 0.0
N -0.121758 -0.251242 -3.185352 0.0 0.0 0.1
C -0.946293 0.958590 -2.938223 0.0 0.0 0.0
C -1.758974 1.291926 -4.215993 0.0 0.0 0.0
H 1.621045 0.725086 -3.840756 0.0 0.0 0.0
H 1.377933 -0.889863 -4.485188 0.0 0.0 0.0
H 0.470826 0.148732 -6.390181 0.0 0.0 0.0
H 0.357093 1.707633 -5.582535 0.0 0.0 0.0
H -1.163478 -1.529399 -5.855905 0.0 0.0 0.0
H -2.670492 -1.074073 -5.070004 0.0 0.0 0.0
H -0.416341 -2.250804 -3.735067 0.0 0.0 0.0
H -1.793092 -1.488032 -2.938660 0.0 0.0 0.0
H -0.268585 1.768613 -2.663968 0.0 0.0 0.0
H -1.599026 0.757579 -2.086790 0.0 0.0 0.0
H -1.647604 2.345274 -4.474038 0.0 0.0 0.0
H -2.821603 1.100035 -4.062592 0.0 0.0 0.0
F 2.713386 -4.319215 -1.472863 0.0 0.0 0.0
Te 3.379224 -2.610200 -1.234514 0.0 0.1 -0.1
F 4.643971 -2.838101 -2.551424 -0.1 -0.1 0.0
F 4.545799 -3.353626 -0.022181 0.0 0.0 0.0
F 4.121405 -0.966900 -0.772799 0.1 -0.1 0.0
F 2.191059 -2.338073 0.216427 0.1 0.0 0.0
O 2.146907 -1.848937 -2.355995 0.0 0.1 0.4
```
Positions in Å, forces in eV/Å.

Computed properties:
- <S²> = 6.0539
- 2S+1 = 5
- HOMO-LUMO gap (spin up / spin down) (eV) = 6.4 / 5.5
- HOMO (spin up / spin down) (eV) = -10.72 / -11.21
- charge = +1
- maximum force (eV Å⁻¹) = 0.651
- LUMO energy (spin up / spin down) (eV) = -4.344 / -5.672